Computed, not measured: 7 unconnected molecules or ions with the total composition C34H49N10O2 at a distorted geometry, with wB97M-V/def2-TZVPD.

Computed properties:
Energy relative to the best compared isomer or geometry (same formula, charge and spin) ... 93.22 kcal per mole
Lowest unoccupied orbital energy ... -4.0 eV
M ... 629.8 g/mol
Charge ... +1
E ... -55036.7466 eV

Geometry as XYZ:
```
95
Properties=species:S:1:pos:R:3:forces:R:3
C -0.227 -4.496 -3.933 -0.04 0.01 0.18
C 0.719 -5.314 -2.945 -0.72 -4.03 0.18
O 0.481 -6.540 -2.817 1.21 4.69 -0.40
O 1.829 -4.777 -2.222 -2.12 0.60 -0.88
C 1.558 -3.423 -1.775 -0.66 0.78 0.58
C 2.584 -2.926 -0.620 -0.70 0.03 -1.34
C 2.216 -1.362 -0.330 0.95 -0.82 -0.03
C 1.485 -1.184 1.086 -0.38 -0.32 -0.77
C 0.316 -0.086 1.126 0.69 0.79 1.01
C 0.564 1.208 0.223 -1.22 -0.98 -0.91
N 1.814 1.961 0.551 0.15 1.03 -1.35
C 2.215 2.894 -0.343 0.01 0.28 -0.33
N 1.474 3.221 -1.571 5.59 2.70 1.99
C 2.344 4.234 -2.119 -0.56 -3.18 3.62
N 3.476 4.429 -1.272 -1.51 1.33 -3.26
N 3.427 3.650 -0.154 -3.84 -1.94 -1.34
H -0.094 -4.890 -5.001 0.09 0.50 1.63
H -0.070 -3.369 -3.934 -0.25 -1.53 0.05
H -1.311 -4.753 -3.645 1.76 0.49 -0.30
H 1.550 -2.709 -2.677 0.39 -0.87 1.34
H 0.475 -3.404 -1.366 1.62 0.13 -0.40
H 2.437 -3.583 0.310 0.46 1.00 -1.42
H 3.638 -3.028 -1.070 -1.55 0.08 0.99
H 1.616 -1.021 -1.237 0.54 -0.24 1.35
H 3.211 -0.776 -0.349 -1.61 -0.75 0.05
H 0.990 -2.196 1.326 0.88 1.62 -0.08
H 2.275 -0.963 1.875 -1.10 -0.40 -0.92
H 0.250 0.281 2.220 -0.17 -0.64 -1.61
H -0.680 -0.566 0.859 1.28 0.86 0.11
H 0.673 0.854 -0.863 -0.11 0.63 1.55
H -0.329 1.941 0.218 1.38 -1.22 0.30
H 2.381 1.814 1.392 -0.64 -0.12 -0.53
H 2.045 4.704 -3.106 1.08 -0.24 1.53
H 4.249 5.083 -1.469 -0.66 -0.62 0.42
H 4.108 3.583 0.616 -0.36 0.38 -0.94
N -3.294 3.659 -1.908 0.01 -0.08 0.02
C -2.331 3.814 -0.946 0.06 0.00 0.01
C -2.965 4.004 0.259 0.30 -0.04 -0.06
C -4.359 3.954 0.016 -0.26 0.04 -0.20
C -4.533 3.738 -1.329 -0.01 0.04 0.02
H -3.119 3.509 -2.888 -0.06 0.03 0.17
H -1.282 3.778 -1.201 -0.08 0.05 0.01
H -2.478 4.159 1.211 -0.07 0.00 -0.06
H -5.149 4.065 0.744 0.10 -0.01 -0.07
H -5.428 3.634 -1.922 0.07 0.03 0.09
N 3.517 6.259 -5.374 -0.03 0.02 0.08
C 4.192 7.111 -6.208 0.11 0.10 -0.11
C 3.380 7.386 -7.280 0.24 0.03 0.17
C 2.167 6.679 -7.085 -0.19 -0.17 0.17
C 2.278 5.995 -5.900 -0.11 -0.04 -0.04
H 3.874 5.887 -4.511 0.05 0.11 -0.26
H 5.189 7.446 -5.968 -0.09 -0.02 -0.07
H 3.630 8.025 -8.113 -0.02 -0.07 0.09
H 1.308 6.672 -7.739 0.09 0.00 0.07
H 1.585 5.344 -5.388 -0.01 0.03 -0.14
N -0.260 -3.573 3.682 0.04 0.03 0.01
C 0.914 -4.281 3.690 0.12 0.02 -0.07
C 1.380 -4.313 4.982 0.09 -0.07 -0.25
C 0.451 -3.604 5.784 -0.21 0.14 0.05
C -0.551 -3.162 4.956 -0.03 0.11 0.07
H -0.821 -3.386 2.867 0.03 -0.14 0.18
H 1.315 -4.697 2.779 -0.03 -0.03 0.11
H 2.288 -4.795 5.313 -0.10 0.03 -0.04
H 0.509 -3.437 6.849 -0.02 0.01 -0.10
H -1.444 -2.590 5.162 0.08 -0.07 0.03
N -0.899 -3.865 9.908 -0.03 0.04 0.02
C -0.727 -3.410 11.188 0.05 0.02 0.04
C -1.419 -2.230 11.314 0.15 -0.15 0.16
C -2.036 -1.967 10.066 -0.04 -0.04 -0.25
C -1.700 -2.994 9.219 0.00 0.05 -0.10
H -0.499 -4.710 9.532 -0.11 0.13 0.08
H -0.127 -3.962 11.895 -0.07 0.08 -0.05
H -1.476 -1.625 12.206 0.00 -0.08 -0.08
H -2.658 -1.120 9.816 0.05 -0.09 0.02
H -1.960 -3.180 8.187 0.00 0.02 0.10
N -3.852 0.669 3.076 -0.04 0.04 0.02
C -4.542 1.373 2.125 0.00 -0.06 -0.13
C -5.751 1.740 2.664 0.17 0.04 -0.21
C -5.789 1.244 3.991 0.13 -0.13 0.21
C -4.604 0.590 4.219 -0.06 -0.05 0.12
H -2.935 0.272 2.955 -0.18 0.09 0.05
H -4.115 1.551 1.150 -0.09 0.01 0.09
H -6.521 2.304 2.159 0.07 -0.07 0.04
H -6.596 1.354 4.701 0.09 -0.02 -0.06
H -4.232 0.076 5.092 -0.08 0.06 -0.06
N 0.939 -2.378 -6.633 -0.02 -0.03 -0.02
C -0.036 -2.071 -7.546 -0.09 0.08 -0.06
C 0.239 -2.755 -8.704 -0.19 0.16 0.11
C 1.419 -3.507 -8.482 0.18 -0.08 0.17
C 1.828 -3.257 -7.195 0.12 -0.06 -0.01
H 0.994 -2.015 -5.697 0.00 -0.07 -0.20
H -0.837 -1.394 -7.293 0.06 -0.07 -0.07
H -0.346 -2.720 -9.611 0.05 0.00 0.10
H 1.915 -4.159 -9.185 -0.05 0.06 0.08
H 2.672 -3.626 -6.632 -0.06 0.02 -0.09
```
Forces are in eV/Å.

---

Computed, not measured: a molecular structure, C34H50AlClF5LiN4NaO7S at a distorted geometry, with wB97M-V/def2-TZVPD.

Computed properties:
Energy relative to the best compared isomer or geometry (same formula, charge and spin) ... 0.00 kcal per mole
Lowest unoccupied orbital energy ... -6.0 eV
M ... 846.2 g/mol
Charge ... +1
E ... -104523.9067 eV

Geometry as XYZ:
```
105
Properties=species:S:1:pos:R:3:forces:R:3
C 5.408 -0.370 -0.760 0.00 0.03 -0.16
C 4.810 0.052 -2.045 1.13 -0.15 0.54
O 3.855 -0.387 -2.554 -1.55 -0.34 -0.93
O 5.513 1.110 -2.688 0.40 0.58 0.29
C 4.756 2.314 -2.718 0.58 -0.46 -0.38
C 5.505 3.487 -2.076 -0.19 -0.20 0.56
C 4.649 4.243 -1.036 0.31 0.21 -0.97
C 3.158 4.389 -1.414 0.11 0.21 1.25
C 2.239 3.675 -0.392 -0.53 0.40 -0.49
C 1.179 2.767 -0.972 -0.02 -0.48 -0.07
C 1.177 1.400 -0.544 -0.24 -0.26 -0.02
Cl 2.413 0.837 0.563 0.08 -0.15 0.01
C 0.246 0.465 -0.939 0.02 -0.51 0.13
N 0.199 -0.837 -0.509 0.57 0.41 -0.74
C -0.768 0.926 -1.839 0.46 -0.04 0.37
N -1.758 0.190 -2.325 -0.40 -0.17 -0.21
S -2.620 1.162 -3.267 0.16 -0.33 0.19
N -1.780 2.508 -3.117 -0.06 0.58 -0.27
C -0.765 2.261 -2.287 -0.04 -0.14 -0.02
C 0.221 3.189 -1.859 0.04 0.64 0.33
C 0.145 4.579 -2.414 0.56 -0.31 -0.89
N 0.737 4.637 -3.796 -0.22 -0.15 0.52
H 6.430 -0.705 -0.893 0.25 0.09 -0.02
H 4.829 -1.203 -0.394 -0.07 -0.13 0.25
H 5.375 0.484 -0.089 0.14 0.02 0.23
H 4.584 2.488 -3.792 -0.76 0.60 0.03
H 3.775 2.139 -2.284 -0.22 0.04 -0.04
H 5.903 4.188 -2.804 -0.08 0.06 -0.24
H 6.358 3.054 -1.564 0.25 -0.06 -0.03
H 4.805 3.781 -0.062 -0.27 -0.18 0.16
H 5.068 5.255 -0.966 0.53 -1.66 -1.83
H 2.900 5.446 -1.388 -0.11 0.21 -0.30
H 2.979 4.075 -2.428 -0.07 -0.09 -0.30
H 2.841 3.116 0.307 0.09 -0.11 0.09
H 1.725 4.433 0.198 -0.06 0.12 0.12
H 1.101 -1.210 -0.247 -0.10 -0.12 0.40
H -0.202 -1.464 -1.197 -0.40 -0.09 0.29
H 0.677 5.277 -1.779 -0.03 0.27 0.16
H -0.883 4.894 -2.524 -0.22 0.15 0.26
H 1.416 3.886 -3.833 0.16 -0.04 -0.13
H 0.010 4.309 -4.425 -0.05 0.19 -0.14
O -0.151 -3.581 -0.218 0.21 -0.10 -0.32
C -1.310 -3.682 0.092 -0.04 0.25 0.32
O -2.273 -3.955 -0.802 0.03 0.01 -0.01
C -3.577 -3.877 -0.163 -0.31 -0.10 0.33
C -3.299 -4.080 1.320 0.10 0.10 0.05
C -1.908 -3.471 1.465 -0.31 -0.40 -0.08
H -4.004 -2.895 -0.379 0.04 0.02 -0.01
H -4.231 -4.639 -0.573 0.10 0.02 -0.21
H -4.053 -3.631 1.960 -0.01 0.02 -0.04
H -3.262 -5.146 1.546 -0.04 -0.01 0.00
H -1.952 -2.397 1.658 0.10 0.02 0.02
H -1.304 -3.957 2.226 0.14 0.17 0.02
Na 4.866 6.261 0.256 -0.41 1.80 2.23
C 2.928 6.780 4.380 0.06 0.00 -0.09
C 2.950 5.489 3.868 0.15 0.07 -0.01
C 3.045 4.397 4.720 0.04 -0.05 -0.07
C 3.108 4.599 6.090 0.01 0.01 0.02
C 3.083 5.888 6.604 0.01 -0.01 -0.02
C 2.996 6.979 5.751 0.01 0.02 0.02
H 2.852 7.632 3.714 -0.05 0.02 0.02
H 2.888 5.329 2.795 -0.12 -0.04 -0.08
H 3.063 3.391 4.319 -0.04 -0.01 0.01
H 3.173 3.751 6.759 -0.01 -0.01 0.01
H 3.128 6.043 7.674 0.00 0.00 0.01
H 2.978 7.982 6.154 -0.02 0.00 0.00
F -6.357 -4.232 0.984 0.03 -0.09 -0.03
C -6.934 -3.011 0.971 -0.10 0.23 -0.04
C -6.801 -2.196 2.074 0.25 -0.10 0.26
C -7.394 -0.943 2.047 -0.03 0.04 -0.16
C -8.111 -0.531 0.931 0.03 0.06 0.00
C -8.227 -1.370 -0.169 0.05 0.04 0.08
C -7.629 -2.622 -0.157 -0.03 -0.12 -0.19
H -6.250 -2.538 2.944 -0.14 -0.05 0.08
H -7.298 -0.291 2.904 -0.03 -0.05 0.06
H -8.579 0.445 0.920 -0.03 -0.01 0.01
H -8.788 -1.052 -1.038 -0.01 -0.01 -0.02
H -7.702 -3.294 -1.003 0.01 -0.03 0.04
C 4.690 -5.235 -1.719 -0.03 0.11 0.01
C 5.928 -4.439 -1.352 -0.18 -0.18 0.18
O 5.640 -3.444 -0.362 0.07 0.08 -0.10
H 3.907 -4.574 -2.092 0.01 0.00 -0.04
H 4.916 -5.978 -2.484 0.01 -0.02 0.02
H 4.290 -5.752 -0.845 0.04 -0.06 -0.02
H 6.315 -3.908 -2.222 0.03 0.08 0.04
H 6.714 -5.100 -0.978 0.05 0.00 -0.09
H 5.309 -3.902 0.418 -0.02 -0.01 0.01
C -4.496 -4.260 -4.956 -0.06 0.04 0.00
C -4.616 -3.937 -3.477 0.11 -0.36 -0.08
O -5.438 -4.889 -2.809 -0.08 0.21 0.04
H -5.482 -4.281 -5.421 -0.01 0.05 0.00
H -3.879 -3.522 -5.473 0.02 -0.02 -0.01
H -4.046 -5.246 -5.100 0.08 0.03 0.00
H -5.082 -2.962 -3.334 -0.08 -0.03 0.08
H -3.628 -3.918 -3.006 0.03 0.13 -0.06
H -5.037 -5.756 -2.916 -0.03 -0.04 0.00
O 2.189 -1.642 3.394 0.08 0.05 -0.04
H 3.098 -1.772 3.680 -0.02 -0.04 0.05
H 2.242 -1.029 2.654 -0.08 -0.01 0.00
F -7.696 -3.320 7.626 0.07 0.03 -0.03
Al -7.407 -3.892 6.063 -0.06 -0.03 0.01
F -7.191 -5.568 6.085 0.06 0.04 -0.03
F -6.004 -3.152 5.428 -0.03 0.01 -0.11
F -8.709 -3.495 5.056 0.08 0.05 -0.05
Li 5.597 2.255 -5.238 0.17 -0.45 0.01
```
Forces are in eV/Å.

---

> Which of these has the highest M?

C34H50AlClF5LiN4NaO7S

---

> Among the records above, which one has the highest M?

C34H50AlClF5LiN4NaO7S

---

> The lowest M belongs to which entry?

C34H49N10O2

---

> Among the records above, which one has the lowest energy relative to the best compared isomer or geometry (same formula, charge and spin)?

C34H50AlClF5LiN4NaO7S